C34H29MnN6PS2Se as an isolated structure. Source: the Open Molecules 2025 dataset; level of theory: ωB97M-V/def2-TZVPD.

Summary:
* frontier orbital gap (alpha / beta): 3.519 / 4.590 eV
* energy: -172293.6929 eV
* total charge: -2
* spin multiplicity: 6
* E_HOMO (alpha / beta): 0.326 / -0.753 eV
* LUMO level (alpha / beta): 3.85 / 3.84 eV

Each line ends with the Löwdin charge.
Geometry (Å):
Mn -0.43 0.01 -0.35  0.53
S -4.19 6.04 -0.16  1.00
C -3.21 7.43 -0.36  -0.47
C -1.91 7.09 -0.56  -0.22
C -1.70 5.68 -0.56  -0.13
C -2.85 4.96 -0.35  -0.47
C -3.04 3.52 -0.25  -0.26
C -1.94 2.69 -0.37  -0.09
N -1.99 1.35 -0.27  -0.01
C -3.24 0.77 -0.11  -0.17
C -4.42 1.52 0.05  -0.19
C -5.62 0.81 0.25  -0.08
C -5.64 -0.58 0.29  -0.09
C -4.48 -1.34 0.10  -0.19
C -4.41 -2.77 0.13  -0.05
C -3.17 -3.39 -0.12  -0.27
C -2.05 -2.61 -0.35  -0.14
N -2.06 -1.26 -0.35  -0.03
C -3.27 -0.63 -0.12  -0.17
C -3.02 -4.85 -0.12  -0.47
C -1.89 -5.63 -0.18  -0.15
C -2.16 -7.02 -0.16  -0.22
C -3.49 -7.30 -0.08  -0.46
S -4.42 -5.86 -0.03  1.01
C -4.32 2.94 -0.02  -0.04
H -3.64 8.42 -0.32  0.04
H -1.11 7.80 -0.71  0.09
H -0.72 5.23 -0.69  0.10
H -0.96 3.10 -0.56  0.09
H -6.54 1.37 0.38  0.09
H -6.58 -1.10 0.46  0.09
H -5.31 -3.34 0.34  0.07
H -1.10 -3.07 -0.59  0.08
H -0.89 -5.22 -0.24  0.08
H -1.39 -7.78 -0.20  0.09
H -3.96 -8.27 -0.04  0.04
H -5.21 3.55 0.09  0.06
Se 4.35 -0.92 -2.84  0.31
C 2.92 0.08 -2.28  -0.73
N 2.12 0.57 -1.57  -0.08
C 1.20 1.11 -0.73  -0.33
C 1.66 2.34 -0.12  -0.28
C 2.70 3.14 -0.65  -0.06
C 3.09 4.31 -0.04  -0.14
C 2.48 4.77 1.13  -0.16
C 1.47 3.99 1.68  -0.13
C 1.07 2.81 1.08  -0.10
H 3.20 2.81 -1.56  0.09
H 3.89 4.90 -0.49  0.08
H 2.79 5.70 1.59  0.07
H 0.97 4.31 2.59  0.09
H 0.28 2.22 1.54  0.09
C 1.96 -4.21 1.74  -0.21
N 1.41 -3.25 2.70  -0.15
C 2.51 -2.43 3.19  -0.21
N 3.29 -1.76 2.15  -0.15
C 3.77 -2.78 1.21  -0.19
N 2.71 -3.62 0.65  -0.15
C 1.84 -2.82 -0.23  -0.29
P 0.98 -1.43 0.66  0.96
C 0.36 -2.43 2.09  -0.29
C 2.49 -0.74 1.47  -0.28
H 1.13 -4.80 1.33  0.11
H 2.63 -4.89 2.29  0.12
H 3.19 -3.08 3.76  0.12
H 2.11 -1.67 3.87  0.12
H 4.47 -3.43 1.75  0.12
H 4.30 -2.28 0.39  0.11
H 1.09 -3.47 -0.68  0.07
H 2.44 -2.40 -1.04  0.04
H -0.46 -3.06 1.75  0.08
H -0.04 -1.75 2.84  0.09
H 2.20 0.04 2.17  0.09
H 3.10 -0.26 0.69  0.09